# 1
The following is a quantum chemistry calculation of a structure of composition C26H23AsAuO7P2S6Te, from the Open Molecules 2025 dataset.

Structure (XYZ):
```
67
C26H23AsAuO7P2S6Te | the Open Molecules 2025 dataset | wB97M-V/def2-TZVPD
Au -1.031 0.201 -0.061
O -2.104 -1.170 4.334
P -1.527 -0.968 2.843
O -0.074 -1.274 2.802
O -2.023 0.389 2.393
O -2.380 -2.082 2.050
P -2.323 -2.858 0.614
O -0.752 -3.174 0.429
O -3.108 -4.096 0.748
O -2.650 -1.823 -0.443
H -1.611 -1.871 4.764
H -0.573 -4.069 0.719
Te -3.853 0.392 0.361
C -4.363 2.410 0.624
C -3.670 3.549 0.307
C -4.372 4.735 0.640
C -5.589 4.479 1.203
S -5.875 2.804 1.338
H -2.689 3.538 -0.143
H -3.990 5.729 0.470
H -6.319 5.189 1.548
C -4.770 1.427 -3.849
S -4.614 -0.240 -3.156
C -2.919 -0.593 -3.435
C -1.859 0.114 -3.002
S -1.893 1.550 -2.015
S -0.301 -0.591 -3.376
C -0.852 -2.005 -4.188
S 0.146 -3.217 -4.692
S -2.573 -2.090 -4.258
H -5.750 1.501 -4.315
H -4.000 1.580 -4.601
H -4.661 2.178 -3.070
C 3.899 1.530 -3.127
C 2.701 2.105 -2.727
C 1.954 1.520 -1.717
C 2.400 0.361 -1.092
C 3.600 -0.209 -1.492
C 4.346 0.373 -2.508
As 1.301 -0.326 0.371
C 2.041 -2.086 0.615
C 2.429 -2.530 1.870
C 2.923 -3.819 2.014
C 3.014 -4.660 0.915
C 2.606 -4.217 -0.336
C 2.116 -2.930 -0.487
C 2.046 0.748 1.802
C 1.206 1.592 2.513
C 1.736 2.422 3.491
C 3.095 2.400 3.765
C 3.931 1.545 3.060
C 3.407 0.721 2.076
H 4.478 1.978 -3.924
H 2.338 3.001 -3.210
H 1.003 1.961 -1.433
H 3.963 -1.116 -1.020
H 5.276 -0.085 -2.819
H 2.304 -1.888 2.731
H 3.220 -4.171 2.994
H 3.391 -5.667 1.035
H 2.654 -4.876 -1.192
H 1.770 -2.599 -1.462
H 0.135 1.574 2.335
H 1.078 3.075 4.050
H 3.504 3.044 4.533
H 4.992 1.521 3.273
H 4.065 0.063 1.518
```

<S²>	2.0187
gap between HOMO and LUMO (spin up / spin down)	0.259 / 0.215	Ha
spin multiplicity	3
charge	-1
HOMO energy (spin up / spin down)	-0.180 / -0.197	hartree
E_LUMO (spin up / spin down)	2.2 / 0.5	eV


# 2
The following is a quantum chemistry calculation of the molecule C5H10O2, from the Open Molecules 2025 dataset.

Structure (XYZ):
```
17
C5H10O2 | the Open Molecules 2025 dataset | wB97M-V/def2-TZVPD
C -1.606 -0.316 0.853
O -1.820 -0.102 -0.536
C -0.585 -0.168 -1.242
C 0.519 -0.489 -0.224
C 1.859 0.147 -0.589
C -0.128 -0.016 1.095
O 0.057 1.371 1.304
H -0.641 1.824 0.815
H -1.885 -1.337 1.150
H -2.259 0.387 1.388
H -0.411 0.808 -1.722
H -0.655 -0.928 -2.030
H 0.643 -1.578 -0.155
H 2.652 -0.117 0.119
H 2.181 -0.191 -1.582
H 1.786 1.238 -0.613
H 0.291 -0.533 1.969
```

energy relative to the best compared isomer or geometry (same formula, charge and spin)	1.4239	eV
structure (SMILES)	C[C@@H]1COC[C@@H]1O
gap between HOMO and LUMO	0.390	Ha
HOMO energy	-0.356	hartree
E_LUMO	0.9	eV